1.
DFT (ωB97M-V/def2-TZVPD) results for a structure of composition CH3IN2O2 at a distorted geometry.

Computed properties:
Relative energy (zero: lowest compared OMol25 entry of this formula, charge and spin) (eV): 0.686
Calculated total energy (eV): -16259.7241
Frontier orbital gap (Eh): 0.3126
LUMO level (eV): -0.785

ORCA input file:
```
! wB97M-V def2-TZVPD RIJCOSX def2/J DEFGRID3
* xyz 0 1
C -0.394 -0.602 -0.194
N 1.439 0.930 0.475
N 0.221 0.240 0.687
O 0.165 -1.059 -1.106
O -1.697 -0.768 0.116
I -2.614 -1.750 -1.312
H 2.160 0.442 0.079
H 1.118 1.772 0.042
H -0.398 0.795 1.212
*
```



2.
DFT (ωB97M-V/def2-TZVPD) results for a structure of composition C17H26ClNOPt at a distorted geometry.

Computed properties:
Relative energy (zero: lowest compared OMol25 entry of this formula, charge and spin) (eV): 0.000
Calculated total energy (eV): -37336.6474
Frontier orbital gap (alpha / beta) (Eh): 0.3089 / 0.2228
LUMO level (alpha / beta) (eV): -6.008 / -9.717

ORCA input file:
```
! wB97M-V def2-TZVPD RIJCOSX def2/J DEFGRID3
* xyz 2 5
C -0.092 0.099 -4.400
C 1.302 0.637 -4.691
C -0.314 -1.266 -5.041
C -1.180 1.084 -4.810
Cl -0.204 -0.107 -2.440
H -0.256 -1.165 -6.131
H -1.303 -1.668 -4.795
H 0.449 -1.987 -4.730
H 1.410 0.814 -5.767
H 2.076 -0.077 -4.388
H 1.475 1.586 -4.172
H -1.125 1.258 -5.890
H -1.056 2.048 -4.305
H -2.178 0.692 -4.584
C 1.332 -1.833 1.480
C 0.574 -2.678 0.564
C 1.064 -2.441 -0.756
H -0.095 -3.472 0.879
C 1.993 -1.379 -0.724
C 2.110 -0.902 0.635
H 2.837 -0.192 1.018
H 1.445 -1.970 2.549
H 0.822 -3.042 -1.627
H 2.603 -1.026 -1.547
C -1.911 0.776 1.039
C -1.971 -0.513 1.776
C -2.248 -1.535 0.787
H -2.002 -0.615 2.856
C -2.530 -0.894 -0.449
C -2.323 0.494 -0.316
H -2.523 1.262 -1.060
H -1.846 1.752 1.521
H -2.365 -2.592 1.019
H -2.928 -1.393 -1.333
Pt -0.059 -0.357 0.785
C 2.101 1.591 4.653
N 0.647 1.626 4.656
C -0.044 2.310 5.746
C 0.004 1.107 3.621
O 0.685 0.656 2.650
H 2.427 2.081 5.568
H 2.497 2.113 3.777
H 2.454 0.556 4.636
H -0.468 3.269 5.411
H -0.865 1.690 6.129
H 0.686 2.497 6.536
H -1.106 1.101 3.670
*
```



3.
DFT (ωB97M-V/def2-TZVPD) results for a cluster of 2 separate species, CH6S3 in total at a distorted geometry.

Computed properties:
Relative energy (zero: lowest compared OMol25 entry of this formula, charge and spin) (eV): 0.597
Calculated total energy (eV): -33639.2987
SMILES: CSS.S
Frontier orbital gap (Eh): 0.3455
LUMO level (eV): 0.539

ORCA input file:
```
! wB97M-V def2-TZVPD RIJCOSX def2/J DEFGRID3
* xyz 0 1
S 2.488 0.060 -2.297
H 2.510 0.975 -3.291
H 3.368 0.914 -1.900
C -0.573 -0.040 1.673
S -2.350 -0.335 1.684
S -2.765 -0.263 -0.361
H -0.046 -0.919 2.058
H -0.402 0.886 2.238
H -0.036 0.135 0.709
H -2.194 -1.414 -0.514
*
```



- Which value of calculated total energy does entry 2 give?
  -37336.6474 eV